# 1
14
Properties=species:S:1:pos:R:3:mulliken_charge:R:1 method="wB97M-V/def2-TZVPD" largest_force_ev_per_a=2.5 multiplicity=1 smiles=Cn1nnnc1CS mol_weight_da=130.18 e_homo_ev=-9.51
H 0.74 2.15 -1.31 0.30
H 0.39 -1.94 -0.73 0.32
H 0.64 -1.85 1.21 0.25
H 1.83 0.86 1.64 0.10
N -0.76 -0.55 0.18 0.59
N -1.57 1.42 -0.41 -0.31
H -0.65 -2.67 0.54 0.34
S 1.99 1.70 0.59 -0.23
N -2.54 0.60 0.03 -0.41
H 1.58 0.74 -1.36 0.37
C -0.45 0.72 -0.35 0.42
N -2.07 -0.56 0.36 -0.36
C -0.04 -1.82 0.31 -0.78
C 0.89 1.20 -0.69 -0.59



# 2
17
Properties=species:S:1:pos:R:3:mulliken_charge:R:1 method="wB97M-V/def2-TZVPD" largest_force_ev_per_a=4.1 multiplicity=1 smiles="C=[N+]=C=[NH+]ON(N)C=[N+]([O-])[O-]" charge=+1 mol_weight_da=160.11 e_homo_ev=-14.27
H 3.14 1.08 -1.25 0.27
C 0.57 -0.65 -0.71 -0.38
H -2.83 -1.27 1.93 0.29
C -0.68 0.35 0.64 0.44
H 1.14 -1.50 -0.37 0.43
N -1.10 -0.22 1.65 -0.11
N 1.27 0.48 -1.01 0.42
O -0.16 -1.57 -2.65 -0.50
O 0.44 1.57 -1.01 -0.27
N 2.55 0.60 -0.57 -0.61
N -0.54 -1.00 -1.67 1.05
H -1.57 -1.23 3.32 0.27
O -1.65 -0.68 -1.36 -0.53
C -1.87 -0.94 2.32 -0.22
H -0.94 2.40 0.21 0.30
N -0.41 1.54 0.20 -0.10
H 2.65 1.04 0.34 0.25



# 3
11
Properties=species:S:1:pos:R:3:mulliken_charge:R:1 method="wB97M-V/def2-TZVPD" largest_force_ev_per_a=5.2 multiplicity=1 charge=+1 mol_weight_da=72.09 e_homo_ev=-16.19
H -0.68 -0.29 -1.73 0.24
C 0.10 -0.72 0.23 -0.19
C -0.17 0.61 0.74 0.05
C -1.04 -0.42 -0.70 -0.37
H 0.01 1.27 1.78 0.33
H 1.45 0.77 -0.83 0.26
H 1.92 0.22 0.68 0.36
H 0.46 -1.63 0.51 0.49
N 1.11 0.33 -0.01 -0.19
O -1.27 0.89 -0.07 -0.31
H -1.89 -1.04 -0.60 0.34



# 4
12
Properties=species:S:1:pos:R:3:mulliken_charge:R:1 method="wB97M-V/def2-TZVPD" largest_force_ev_per_a=1.1 multiplicity=1 smiles="NCCC(=O)[O-]" charge=-1 mol_weight_da=88.09 e_homo_ev=-3.96
O -1.53 -1.21 -0.89 -0.74
O -1.81 -1.12 1.35 -0.73
N 1.40 -0.43 -0.80 -0.64
C -1.41 -0.68 0.25 0.45
H 0.71 -1.13 -1.07 0.34
C 0.89 0.28 0.36 -0.67
H -0.71 1.14 -0.71 0.26
H 1.48 1.20 0.49 0.30
H 1.52 0.25 -1.55 0.23
H -0.95 1.34 1.02 0.31
C -0.60 0.64 0.26 -0.38
H 1.02 -0.29 1.29 0.27



# 5
12
Properties=species:S:1:pos:R:3:mulliken_charge:R:1 method="wB97M-V/def2-TZVPD" largest_force_ev_per_a=1.8 multiplicity=1 charge=-1 mol_weight_da=88.09 e_homo_ev=-4.08
C -1.61 -0.63 -1.63 0.04
H 3.17 1.08 1.27 0.24
H 1.00 0.94 -0.28 0.16
O -1.45 0.47 -2.13 -0.64
N 0.59 0.45 0.50 -0.36
H 0.86 -0.66 2.22 0.26
O -1.62 -0.92 -0.38 -0.76
H -0.29 0.01 0.16 0.30
C 1.31 0.07 1.56 0.07
H 2.97 0.15 2.86 0.22
H -1.70 -1.55 -2.25 0.32
C 2.57 0.42 1.89 -0.86



# 6
12
Properties=species:S:1:pos:R:3:mulliken_charge:R:1 method="wB97M-V/def2-TZVPD" largest_force_ev_per_a=2.4 multiplicity=1 smiles="O=CNCC[O-]" charge=-1 mol_weight_da=88.09 e_homo_ev=-2.51
O 0.98 1.33 -2.27 -0.51
N -0.21 -0.22 -1.07 -0.39
C -0.19 -0.99 0.23 -0.62
H 0.71 -1.61 0.26 0.30
C 0.61 0.87 -1.22 0.20
H 0.33 0.63 1.64 0.15
O -0.53 -0.89 2.61 -0.89
H -1.54 0.31 1.25 0.11
H -1.19 0.06 -1.13 0.31
C -0.50 -0.10 1.54 -0.13
H 0.78 1.32 -0.22 0.19
H -1.05 -1.65 0.18 0.28



# 7
12
Properties=species:S:1:pos:R:3:mulliken_charge:R:1 method="wB97M-V/def2-TZVPD" largest_force_ev_per_a=1.9 multiplicity=1 smiles="CC(=O)NC[O-]" charge=-1 mol_weight_da=88.09 e_homo_ev=-3.57
O 0.36 2.25 0.54 -0.63
H 1.85 -0.15 -0.34 0.19
N 0.91 0.17 -0.31 -0.29
C 0.23 1.04 0.44 0.30
O 1.00 -1.92 -1.72 -0.75
H 0.12 -0.15 -2.29 0.16
C 0.21 -0.96 -1.52 -0.07
C -0.79 0.33 1.37 -0.84
H -0.19 0.01 2.23 0.20
H -1.26 -0.59 1.01 0.34
H -0.82 -1.01 -1.10 0.12
H -1.62 0.98 1.70 0.26



# 8
12
Properties=species:S:1:pos:R:3:mulliken_charge:R:1 method="wB97M-V/def2-TZVPD" largest_force_ev_per_a=0.7 multiplicity=1 charge=-1 mol_weight_da=88.09 e_homo_ev=-4.02
H -0.25 0.08 -1.41 0.10
C 0.72 -0.27 0.99 0.64
H -2.66 0.54 -1.10 0.29
O 1.47 0.12 0.06 -0.76
C -0.88 0.49 -2.20 -0.42
H -2.74 1.13 -2.88 0.23
O -0.52 -0.35 1.01 -0.73
H -0.42 0.62 -3.18 0.21
H 2.35 -0.46 2.22 0.21
C -2.18 0.73 -2.04 -0.47
N 1.40 -0.76 2.14 -0.50
H 0.90 -0.68 3.01 0.21



# 9
12
Properties=species:S:1:pos:R:3:mulliken_charge:R:1 method="wB97M-V/def2-TZVPD" largest_force_ev_per_a=1.2 multiplicity=1 smiles="O=CNCC[O-]" charge=-1 mol_weight_da=88.09 e_homo_ev=-2.53
C -0.37 -0.84 -1.44 -0.44
H -0.96 0.01 -1.85 0.20
C 0.16 1.32 1.54 0.05
H 1.27 0.26 -0.51 0.36
N -0.37 0.40 0.73 -0.11
H -1.10 -1.59 -1.04 0.14
H -1.14 -0.12 1.14 0.25
O 0.44 -1.37 -2.38 -0.88
H 0.86 -1.20 0.32 0.23
C 0.42 -0.36 -0.23 -0.46
O -0.25 1.66 2.64 -0.62
H 1.03 1.84 1.08 0.27



# 10
13
Properties=species:S:1:pos:R:3:mulliken_charge:R:1 method="wB97M-V/def2-TZVPD" largest_force_ev_per_a=4.4 multiplicity=1 charge=-1 mol_weight_da=120.15 e_homo_ev="-2.09 / -2.09"
H 1.94 -0.86 -1.05 0.21
H 1.87 0.82 0.81 0.24
O -0.40 1.09 2.00 -0.78
H 1.73 -0.81 1.23 0.29
H -2.01 0.86 -1.46 0.27
H -0.47 0.43 -1.70 0.51
O -1.16 1.21 -1.71 -0.67
C -1.07 -0.46 0.56 -0.54
S -0.41 -1.50 -0.75 -0.21
N -0.16 0.14 1.22 0.64
C 1.17 -0.05 0.76 -0.58
H -2.06 -0.50 0.85 0.47
C 1.04 -0.37 -0.76 -0.85



Please write out number 4 again, unchanged.
12
Properties=species:S:1:pos:R:3:mulliken_charge:R:1 method="wB97M-V/def2-TZVPD" largest_force_ev_per_a=1.1 multiplicity=1 smiles="NCCC(=O)[O-]" charge=-1 mol_weight_da=88.09 e_homo_ev=-3.96
O -1.53 -1.21 -0.89 -0.74
O -1.81 -1.12 1.35 -0.73
N 1.40 -0.43 -0.80 -0.64
C -1.41 -0.68 0.25 0.45
H 0.71 -1.13 -1.07 0.34
C 0.89 0.28 0.36 -0.67
H -0.71 1.14 -0.71 0.26
H 1.48 1.20 0.49 0.30
H 1.52 0.25 -1.55 0.23
H -0.95 1.34 1.02 0.31
C -0.60 0.64 0.26 -0.38
H 1.02 -0.29 1.29 0.27